Here is a cluster of 13 separate species, C52H89F21N2O18 in total in a non-equilibrium geometry from OMol25. Energies are from wB97M-V/def2-TZVPD.

Summary:
electronic energy: -5595.91213 Eh
total charge: 0
strongest force on any atom: 1.3 eV Å⁻¹
spin multiplicity: 1

Each line ends with the Löwdin charge.
Element x y z (Å)
C1 -26.5990 -4.8028 -6.5600  -0.0787
C2 -25.5382 -5.6362 -5.8390  -0.2490
N1 -26.0367 -6.5713 -4.8267  -0.1751
C3 -27.0555 -7.5035 -5.3115  -0.2471
C4 -26.4236 -8.5523 -6.2451  -0.0776
C5 -26.5101 -5.8455 -3.6427  -0.2511
C6 -26.5370 -6.6669 -2.3710  -0.0716
H1 -27.1526 -4.1722 -5.8660  0.0719
H2 -27.2969 -5.4140 -7.1363  0.0626
H3 -26.1384 -4.1733 -7.3250  0.0756
H4 -24.9482 -6.2056 -6.5625  0.1061
H5 -24.8397 -4.9350 -5.3805  0.0943
H6 -27.5798 -7.9895 -4.4932  0.1013
H7 -27.8280 -6.9859 -5.8956  0.1025
H8 -27.0746 -9.4238 -6.2859  0.0727
H9 -26.2265 -8.1251 -7.2309  0.0676
H10 -25.4146 -8.8066 -5.9160  0.0449
H11 -27.4671 -5.3350 -3.8333  0.1213
H12 -25.8347 -4.9961 -3.5050  0.0897
H13 -25.5263 -6.9904 -2.1042  0.0585
H14 -27.1130 -7.5822 -2.5420  0.0618
H15 -26.9627 -6.2217 -1.4720  0.0629
C7 -23.2293 -5.3359 -0.3976  -0.0516
C8 -22.9800 -5.3554 -1.8978  -0.2385
N2 -21.6179 -4.9632 -2.2580  -0.1735
C9 -20.6069 -5.9643 -1.9548  -0.2316
C10 -19.2303 -5.2946 -1.8767  -0.0475
C11 -21.4984 -4.3370 -3.5690  -0.2394
C12 -21.7912 -5.2803 -4.7301  -0.0688
H16 -22.4958 -5.9227 0.1596  0.0667
H17 -24.2489 -5.6334 -0.1556  0.0560
H18 -23.0501 -4.3162 -0.0433  0.0618
H19 -23.1223 -6.3519 -2.3538  0.1034
H20 -23.7220 -4.7279 -2.3932  0.0917
H21 -20.8453 -6.4170 -0.9927  0.0919
H22 -20.6196 -6.7904 -2.6839  0.0994
H23 -18.8146 -5.0601 -2.8579  0.0599
H24 -19.3426 -4.3751 -1.3126  0.0530
H25 -18.5164 -5.9643 -1.3970  0.0554
H26 -20.4981 -3.8991 -3.6422  0.1005
H27 -22.1644 -3.4728 -3.6385  0.0883
H28 -22.7782 -5.7141 -4.5553  0.0526
H29 -21.0836 -6.1116 -4.7280  0.0525
H30 -21.7537 -4.7426 -5.6775  0.0812
C13 -26.0227 -3.0202 3.0836  -0.0458
C14 -26.4081 -3.2300 1.6310  -0.1930
O1 -27.7009 -3.8536 1.6186  0.0321
C15 -28.3375 -4.0357 0.4987  -0.4151
O2 -28.0244 -3.5765 -0.5605  0.1529
C16 -29.6217 -4.8972 0.6799  -0.5538
F1 -29.4225 -6.1198 0.1772  0.1622
F2 -29.9587 -4.9959 1.9567  0.1800
F3 -30.6122 -4.3424 -0.0172  0.1685
H31 -25.9514 -4.0007 3.5556  0.0789
H32 -26.7286 -2.4004 3.6298  0.0807
H33 -25.0161 -2.6025 3.1199  0.0803
H34 -25.7315 -3.9469 1.1597  0.1122
H35 -26.4334 -2.3304 1.0159  0.1211
C17 -21.8657 -10.7170 0.9246  -0.0475
C18 -21.0212 -9.5025 1.2181  -0.2083
O3 -21.3647 -8.9350 2.4906  0.0223
C19 -20.6955 -9.2994 3.5580  -0.4088
O4 -19.8261 -10.1148 3.5931  0.1641
C20 -21.0768 -8.4805 4.8141  -0.5357
F4 -19.9848 -7.7917 5.1866  0.1607
F5 -22.0614 -7.6087 4.5844  0.1626
F6 -21.4362 -9.2860 5.8124  0.1754
H36 -22.9367 -10.5154 1.0031  0.0653
H37 -21.6967 -11.4802 1.6894  0.0855
H38 -21.6540 -11.1194 -0.0623  0.0702
H39 -21.1496 -8.7137 0.4778  0.1108
H40 -19.9569 -9.7256 1.1599  0.1037
C21 -18.8821 -9.3761 -1.6233  -0.0431
C22 -17.7270 -9.3289 -2.6070  -0.1771
O5 -16.6143 -8.6651 -1.9964  0.0366
C23 -16.1860 -7.5143 -2.4752  -0.3989
O6 -16.5718 -6.9524 -3.4526  0.1602
C24 -14.9945 -6.9598 -1.6679  -0.5602
F7 -14.5775 -7.7811 -0.7079  0.1672
F8 -13.9900 -6.7044 -2.4883  0.1902
F9 -15.3762 -5.8263 -1.0697  0.1632
H41 -19.2574 -8.3594 -1.4990  0.0575
H42 -18.5681 -9.6803 -0.6252  0.0738
H43 -19.6452 -10.0501 -2.0084  0.0796
H44 -18.0069 -8.8312 -3.5358  0.1194
H45 -17.3770 -10.3287 -2.8694  0.1283
C25 -21.4839 -1.5803 -0.6109  -0.0523
C26 -20.2638 -2.2684 -0.0389  -0.1785
O7 -20.0061 -1.7106 1.2653  0.0444
C27 -18.7714 -1.7991 1.7222  -0.4013
O8 -17.8165 -2.1111 1.0771  0.1620
C28 -18.6403 -1.3296 3.1884  -0.5399
F10 -19.8212 -1.4035 3.8181  0.1597
F11 -17.7688 -2.1007 3.8439  0.1652
F12 -18.2052 -0.0670 3.2281  0.1734
H46 -22.4402 -1.8402 -0.1589  0.0668
H47 -21.5292 -1.7151 -1.6893  0.0542
H48 -21.3939 -0.5003 -0.4593  0.0875
H49 -19.4111 -2.0261 -0.6686  0.0992
H50 -20.4114 -3.3445 0.0199  0.1129
C29 -17.7198 -5.6507 -6.2680  -0.0577
C30 -17.7318 -4.1493 -6.2501  -0.1930
O9 -17.2701 -3.7302 -4.9603  0.0300
C31 -17.4066 -2.4711 -4.5939  -0.3966
O10 -17.9204 -1.5968 -5.2252  0.1685
C32 -16.8295 -2.2390 -3.1877  -0.5449
F13 -15.9818 -1.2115 -3.2067  0.1796
F14 -17.8125 -1.9584 -2.3301  0.1549
F15 -16.1740 -3.3051 -2.7283  0.1703
H51 -18.2224 -6.0413 -7.1523  0.0745
H52 -18.2598 -6.0710 -5.4175  0.0646
H53 -16.6932 -6.0063 -6.1867  0.0845
H54 -18.7343 -3.7509 -6.4337  0.1226
H55 -17.0855 -3.6995 -7.0070  0.1350
C33 -22.0464 -12.4737 -7.5764  -0.0511
C34 -22.9453 -11.2920 -7.9558  -0.1793
O11 -22.4124 -10.0528 -7.4540  0.0064
C35 -21.3736 -9.5501 -8.1055  -0.4031
O12 -20.8200 -10.0229 -9.0444  0.1848
C36 -20.9936 -8.1738 -7.5285  -0.5656
F16 -22.0141 -7.5835 -6.9254  0.1669
F17 -19.9953 -8.2929 -6.6522  0.1674
F18 -20.5803 -7.3871 -8.5122  0.1794
H56 -21.0337 -12.2852 -7.9303  0.0740
H57 -22.4799 -13.4113 -7.9130  0.0829
H58 -21.9419 -12.5251 -6.4900  0.0801
H59 -23.8805 -11.4503 -7.4222  0.1213
H60 -23.1226 -11.1745 -9.0220  0.1293
C37 -25.6532 2.6555 -1.5266  -0.0588
C38 -24.5501 1.7997 -2.1267  -0.1676
O13 -24.9691 0.4371 -1.8609  0.0328
C39 -24.3585 -0.5413 -2.4879  -0.3973
O14 -23.3769 -0.4402 -3.1570  0.1637
C40 -25.0726 -1.8931 -2.3091  -0.5452
F19 -24.7498 -2.6832 -3.3315  0.1581
F20 -24.6715 -2.4611 -1.1648  0.1573
F21 -26.3896 -1.7642 -2.2728  0.1867
H61 -25.3780 3.7022 -1.4037  0.0810
H62 -25.9311 2.3384 -0.5196  0.0807
H63 -26.5459 2.5437 -2.1395  0.0819
H64 -23.5646 1.9478 -1.6924  0.1295
H65 -24.5445 1.9213 -3.2084  0.1320
C41 -17.5713 -5.4566 1.8899  -0.0042
C42 -18.0110 -6.8669 1.5678  -0.4712
O15 -19.0270 -7.0666 0.9435  0.0543
C43 -17.0794 -7.9874 1.9824  0.0063
H66 -17.8146 -5.2416 2.9357  0.0954
H67 -18.1167 -4.7562 1.2607  0.0637
H68 -16.4979 -5.3069 1.7846  0.0888
H69 -16.3244 -7.5979 2.6649  0.0814
H70 -16.6026 -8.4766 1.1370  0.0793
H71 -17.6948 -8.6674 2.5790  0.0778
C44 -20.1339 -0.0128 -3.4975  -0.0305
C45 -20.8307 0.2076 -4.8237  -0.4924
O16 -20.8773 1.3233 -5.2849  0.0632
C46 -21.5043 -0.9648 -5.5026  -0.0187
H72 -20.0541 -1.0656 -3.2360  0.0499
H73 -20.6235 0.5395 -2.6931  0.0803
H74 -19.1431 0.4446 -3.5014  0.0897
H75 -20.8478 -1.3613 -6.2768  0.0861
H76 -22.3785 -0.5595 -6.0170  0.0857
H77 -21.8883 -1.6747 -4.7770  0.0403
C47 -22.9313 -8.7554 -4.2411  -0.0087
C48 -23.2263 -9.5431 -3.0021  -0.4691
O17 -22.4303 -9.6799 -2.0994  0.0546
C49 -24.5901 -10.1934 -2.9164  0.0018
H78 -22.6731 -9.3396 -5.1237  0.0763
H79 -22.1503 -8.0366 -4.0063  0.0596
H80 -23.8751 -8.2706 -4.5050  0.0602
H81 -24.9787 -10.0728 -1.9032  0.0582
H82 -24.5928 -11.2753 -3.0528  0.0913
H83 -25.3014 -9.7124 -3.5875  0.0647
C50 -24.6166 -8.0007 2.5858  -0.0040
C51 -25.5972 -7.7378 1.4765  -0.4917
O18 -26.2851 -6.7422 1.4333  0.0649
C52 -25.7135 -8.8382 0.4482  -0.0189
H84 -24.5216 -7.1053 3.1918  0.0856
H85 -23.7358 -8.3902 2.0816  0.0632
H86 -25.0953 -8.7630 3.2080  0.1024
H87 -24.7305 -9.0723 0.0283  0.0629
H88 -26.3933 -8.6062 -0.3679  0.0651
H89 -26.0459 -9.7753 0.9034  0.0968